The following is a quantum chemistry calculation of a 2-piece molecular cluster, C11H14O2S overall, from the Open Molecules 2025 dataset.

Bonds (Å) are listed after each position.
Positions of all 28 atoms, in Å:
1 C 0.711 2.965 -3.551  C2 1.391, C3 1.416, H15 1.073
2 C 0.003 1.792 -3.306  C1 1.391, C4 1.380, H16 1.105
3 C 1.907 3.249 -2.846  C1 1.416, C5 1.352, H17 1.069
4 C 0.567 0.877 -2.440  C2 1.380, C6 1.398, H18 1.090
5 C 2.247 2.448 -1.811  C3 1.352, C6 1.401, H19 1.093
6 C 1.585 1.241 -1.554  C4 1.398, C5 1.401, C7 1.372
7 C 2.066 0.443 -0.547  C6 1.372, S14 1.599
8 C -1.825 -1.449 1.521  C11 1.591, H20 1.201, H21 1.025, H22 1.039
9 C 0.386 -2.784 1.754  C11 1.554, H23 1.035, H24 1.089, H25 1.021
10 C 0.256 -0.122 2.121  C11 1.554, H26 1.077, H27 1.121, H28 1.147
11 C -0.240 -1.406 1.401  C8 1.591, C9 1.554, C10 1.554, O13 1.369
12 O 3.378 -0.911 1.210  S14 1.474
13 O 0.035 -1.117 0.091  C11 1.369
14 S 3.466 -0.146 -0.048  C7 1.599, O12 1.474
15 H 0.277 3.817 -4.038  C1 1.073
16 H -0.774 1.478 -4.025  C2 1.105
17 H 2.712 3.854 -3.205  C3 1.069
18 H -0.024 0.013 -2.136  C4 1.090
19 H 3.164 2.622 -1.243  C5 1.093
20 H -1.967 -0.286 1.253  C8 1.201
21 H -2.190 -2.115 0.833  C8 1.025
22 H -2.024 -1.712 2.507  C8 1.039
23 H -0.227 -3.436 1.234  C9 1.035
24 H 0.308 -3.074 2.801  C9 1.089
25 H 1.351 -2.677 1.437  C9 1.021
26 H -0.158 -0.059 3.113  C10 1.077
27 H 1.369 -0.228 2.041  C10 1.121
28 H -0.101 0.741 1.455  C10 1.147

Output
Energy above the lowest of the compared OMol25 structures with the same formula, charge and spin (kcal/mol): 185.5
LUMO (spin up / spin down) (eV): -2.7 / -2.7
Kohn-Sham gap (spin up / spin down) (eV): 5.47 / 5.47
HOMO (spin up / spin down) (eV): -8.1 / -8.2
Calculated total energy (eV): -26556.6921